1.
ORCA calculation (ωB97M-V with the def2-TZVPD basis set) on C5H9FO in the gas phase.

Geometry as XYZ:
```
16
Properties=species:S:1:pos:R:3
C -2.4911 -0.6205 0.5665
O -1.6956 -0.5700 -0.6823
C -0.6723 0.3204 -0.4212
C 0.7107 0.1326 -0.0212
C 1.4631 1.3172 0.1426
C 1.4715 -1.0301 -0.4325
F 2.6040 -1.2586 0.3553
H -3.2818 0.2286 0.5101
H -1.9053 -0.7710 1.4976
H -3.2687 -1.3651 0.5176
H -0.9729 1.5024 -0.3713
H 2.0879 1.6244 -0.7657
H 2.1982 1.2648 0.8621
H 0.8951 2.2267 0.2869
H 1.8675 -1.0235 -1.5859
H 0.9896 -1.9783 -0.4585
```

Kohn-Sham gap, eV: 9.535
Total charge: 0
Structure (SMILES): CO/C=C(/C)CF
Electronic energy, eV: -10092.563

2.
ORCA calculation (ωB97M-V with the def2-TZVPD basis set) on 2 unconnected molecules or ions with the total composition C5H9FO.

Geometry as XYZ:
```
16
Properties=species:S:1:pos:R:3
C -3.1960 -0.8058 0.1706
C -2.2732 -0.0341 -0.7267
O -2.4924 0.1913 -1.8620
F -1.1606 0.5121 -0.1429
H -2.8966 -0.3633 1.1049
H -3.1277 -1.8653 -0.0326
H -4.3167 -0.5120 0.0423
C 1.6599 -0.7112 -0.6269
C 2.4730 -0.1546 0.3302
C 2.3184 1.2547 0.7423
H 1.7945 -1.5690 -1.2603
H 0.8207 -0.0952 -0.9224
H 3.3662 -0.7009 0.7235
H 3.1814 1.7588 0.4174
H 1.4702 1.8603 0.2656
H 2.3788 1.2342 1.7771
```

Kohn-Sham gap, eV: 9.978
Total charge: 0
Structure (SMILES): CC(=O)F.C=CC
Electronic energy, eV: -10094.487

3.
ORCA calculation (ωB97M-V with the def2-TZVPD basis set) on a molecular structure, C5H9FO2.

Geometry as XYZ:
```
17
Properties=species:S:1:pos:R:3
C 1.6340 0.6285 0.4736
C 0.8059 -0.3780 -0.0455
C -0.2892 -1.1666 0.6721
C -1.1452 -0.7533 -0.4358
C -0.2694 0.4175 -0.9679
H 1.2144 1.5159 0.9240
H 2.6459 0.3280 0.9166
H 2.0382 1.1041 -0.5730
H -0.0697 -2.0882 1.0725
H -0.6303 -0.6258 1.5306
H -1.2711 -1.5827 -1.1961
H -2.5824 0.1049 0.9295
H -0.2414 0.4717 -2.0544
H -0.1331 2.3972 -0.3327
O -2.5026 -0.5477 -0.0308
O -0.7186 1.5447 -0.1809
F 1.5144 -1.3701 -0.7018
```

Kohn-Sham gap, eV: 10.196
Total charge: 0
Electronic energy, eV: -12139.792

4.
ORCA calculation (ωB97M-V with the def2-TZVPD basis set) on a molecular structure, C5H9FeO3.

Geometry as XYZ:
```
18
Properties=species:S:1:pos:R:3
H -1.5108 -3.1570 3.2308
O -0.8852 -1.0118 -0.4198
O -0.0953 0.9489 -0.8150
O 1.1915 -0.5077 0.2774
C -0.7669 -2.3361 0.0217
C 0.9219 1.9835 -0.6906
C -1.1290 -2.6664 1.3007
C 0.3615 3.2513 -1.2755
C 0.1473 -0.2073 -0.3169
H -0.6839 -3.0554 -0.7955
H 1.1634 2.0879 0.3733
H 1.8100 1.6321 -1.2293
H -1.2240 -3.7457 1.4523
H -1.4443 -1.8386 1.9463
H 1.1230 4.0371 -1.1910
H 0.1134 3.1220 -2.3363
H -0.5342 3.5736 -0.7301
Fe 1.4415 -2.1104 1.1976
```

Kohn-Sham gap (spin up / spin down), eV: 8.972 / 7.724
Total charge: +1
Spin multiplicity: 5
Electronic energy, eV: -45848.594
Expectation value of S²: 6.04

5.
ORCA calculation (ωB97M-V with the def2-TZVPD basis set) on a molecular structure, C5H9GaMgO4.

Geometry as XYZ:
```
20
Properties=species:S:1:pos:R:3
O 0.0244 -1.7377 -0.1507
C -1.3163 -1.7470 0.2287
C -1.7667 -0.3264 0.5235
O -1.3801 0.4427 -0.6090
C -2.2903 1.4417 -1.0241
Ga 0.5011 0.1935 -1.3197
H -1.5691 -2.3760 1.0996
H -1.9221 -2.1436 -0.6074
H -1.2816 0.1181 1.4067
H -2.8479 -0.2971 0.7296
H -1.7334 2.3565 -1.2696
H -2.8088 1.0779 -1.9190
H -3.0264 1.6373 -0.2301
O 3.4972 -1.1166 1.4443
C 4.1004 -0.0695 1.0346
C 3.2307 0.8073 0.1346
O 1.9166 0.3735 -0.0516
Mg 1.6326 -1.3574 0.8037
H 3.7899 0.9060 -0.8183
H 3.2497 1.8169 0.5942
```

Kohn-Sham gap (spin up / spin down), eV: 6.673 / 4.687
Total charge: +1
Spin multiplicity: 2
Electronic energy, eV: -71334.134
Expectation value of S²: 0.75

6.
ORCA calculation (ωB97M-V with the def2-TZVPD basis set) on 2 unconnected molecules or ions with the total composition C5H9I.

Geometry as XYZ:
```
15
Properties=species:S:1:pos:R:3
C 0.8614 -1.7536 0.2012
C -0.1595 -0.9463 0.1002
C -0.9444 0.1348 0.1118
C -0.1502 1.4311 0.1203
C -2.4240 0.1947 0.1228
H 1.1205 -2.3773 1.1125
H 1.2785 -2.3329 -0.6674
H -0.3634 2.0113 -0.8774
H -0.3336 2.2618 0.9400
H 1.0007 1.2419 0.1312
H -2.9973 -0.7876 0.1694
H -2.8941 0.9242 0.8519
H -2.8388 0.7232 -0.8254
I 4.0079 0.0574 -0.2246
H 4.8365 -0.7825 -1.2665
```

Kohn-Sham gap, eV: 9.469
Total charge: 0
Structure (SMILES): C=C=C(C)C.I
Electronic energy, eV: -13428.780

One value per record, in order, for energy relative to the best compared isomer or geometry (same formula, charge and spin): 311.66; 126.02; 350.69; 261.36; 9.45; 232.70 kJ/mol.